No. 1
This record from the Open Molecules 2025 dataset describes C43H43BBrGeN5O2ReS as an isolated structure. The level of theory is ωB97M-V/def2-TZVPD.

Last column: Mulliken charge in e.
Cartesian coordinates (Å):
Re (-0.334, 0.169, -0.721)  -1.38
N (-0.131, 0.146, -5.213)  -0.42
C (0.057, 0.074, -3.875)  0.81
S (-1.377, -0.073, -2.918)  -0.44
N (1.289, 0.121, -3.459)  -1.57
N (1.458, 0.025, -2.093)  0.97
C (2.705, 0.023, -1.777)  -1.40
C (3.306, -0.205, -0.463)  1.29
C (4.697, -0.164, -0.384)  -0.74
C (5.305, -0.454, 0.825)  -0.98
C (4.505, -0.777, 1.907)  -0.92
C (3.125, -0.781, 1.736)  -0.51
N (2.535, -0.500, 0.583)  1.28
H (-1.036, -0.064, -5.594)  0.21
H (0.677, 0.099, -5.809)  0.24
H (3.400, 0.130, -2.606)  0.40
H (5.281, 0.084, -1.260)  0.54
H (6.383, -0.433, 0.916)  0.44
H (4.929, -1.025, 2.869)  0.50
H (2.476, -1.032, 2.563)  0.22
C (3.261, 2.782, 2.062)  -2.08
C (2.256, 2.701, 0.920)  3.85
C (2.857, 3.266, -0.372)  -1.63
C (0.940, 3.386, 1.197)  -0.07
C (0.815, 4.372, 2.156)  -0.36
C (-0.394, 5.033, 2.322)  -1.60
C (-1.431, 4.808, 1.439)  -0.81
C (-1.339, 3.881, 0.398)  0.23
C (-2.447, 3.846, -0.652)  1.88
C (-1.923, 3.586, -2.061)  -1.06
C (-3.235, 5.164, -0.695)  -1.93
C (-0.179, 3.074, 0.394)  0.83
N (-0.148, 1.867, -0.300)  0.52
H (4.134, 2.173, 1.824)  0.38
H (2.836, 2.413, 2.995)  0.27
H (3.613, 3.803, 2.222)  0.50
H (2.030, 1.650, 0.756)  -1.98
H (3.010, 4.344, -0.288)  0.41
H (2.202, 3.085, -1.226)  0.26
H (3.824, 2.804, -0.577)  0.45
H (1.655, 4.619, 2.789)  0.44
H (-0.509, 5.765, 3.110)  0.39
H (-2.330, 5.394, 1.542)  0.30
H (-3.151, 3.055, -0.381)  -0.27
H (-1.167, 4.328, -2.331)  0.31
H (-2.745, 3.675, -2.771)  0.45
H (-1.492, 2.601, -2.186)  -0.16
H (-2.563, 6.012, -0.839)  0.42
H (-3.834, 5.349, 0.194)  0.44
H (-3.925, 5.134, -1.539)  0.46
Br (-6.799, 0.446, 1.582)  -0.21
C (-5.008, 0.343, 0.967)  -0.30
C (-4.710, -0.404, -0.157)  -0.89
C (-3.396, -0.469, -0.599)  -0.08
C (-2.353, 0.209, 0.042)  1.64
C (-2.705, 0.944, 1.183)  -0.40
C (-4.010, 1.013, 1.649)  -0.98
H (-5.489, -0.936, -0.686)  0.49
H (-3.204, -1.078, -1.472)  0.21
H (-1.952, 1.485, 1.739)  0.35
H (-4.243, 1.588, 2.535)  0.47
Ge (-0.667, -2.529, -0.712)  1.95
C (0.851, -3.808, -0.786)  -0.36
C (0.530, -5.167, -0.858)  -0.66
C (1.514, -6.140, -0.915)  -0.60
C (2.856, -5.779, -0.910)  -0.54
C (3.196, -4.438, -0.848)  -0.51
C (2.199, -3.471, -0.784)  0.29
C (-1.707, -3.240, -2.245)  0.09
C (-1.108, -3.409, -3.495)  -0.11
C (-1.817, -3.912, -4.573)  -0.74
C (-3.154, -4.261, -4.425)  -0.50
C (-3.764, -4.115, -3.190)  -0.66
C (-3.042, -3.613, -2.112)  -0.21
H (-1.525, -3.027, 0.472)  -0.39
H (-0.510, -5.471, -0.874)  0.35
H (1.235, -7.185, -0.966)  0.40
H (3.626, -6.537, -0.960)  0.37
H (4.237, -4.140, -0.850)  0.43
H (2.485, -2.430, -0.735)  0.13
H (-0.061, -3.153, -3.626)  0.44
H (-1.328, -4.041, -5.531)  0.43
H (-3.712, -4.656, -5.264)  0.38
H (-4.801, -4.401, -3.060)  0.42
H (-3.528, -3.522, -1.146)  0.44
O (0.138, 0.653, 2.350)  0.03
B (-0.096, -0.354, 1.390)  0.15
O (-0.171, -1.585, 2.051)  0.07
C (-0.013, -1.328, 3.385)  0.43
C (-0.009, -2.212, 4.439)  -1.27
C (0.187, -1.665, 5.708)  -0.68
C (0.368, -0.299, 5.891)  -0.72
C (0.365, 0.586, 4.812)  -1.23
C (0.173, 0.032, 3.568)  0.73
H (-0.155, -3.272, 4.285)  0.57
H (0.193, -2.320, 6.568)  0.42
H (0.511, 0.087, 6.891)  0.45
H (0.498, 1.651, 4.939)  0.56

Properties
**Energy relative to the best compared isomer or geometry (same formula, charge and spin)**: 1.383 eV
**Max |F|**: 0.030 hartree/bohr
**LUMO (alpha / beta)**: -1.20 / -1.22 eV
**Gap between HOMO and LUMO (alpha / beta)**: 6.5 / 6.5 eV
**Expectation value of S²**: 0.783
**2S+1**: 2



No. 2
This record from the Open Molecules 2025 dataset describes C43H43Cl3IN15O3PdS as an isolated structure. The level of theory is ωB97M-V/def2-TZVPD.

Last column: Mulliken charge in e.
Cartesian coordinates (Å):
Pd (-0.137, 0.056, -0.174)  0.72
C (-1.272, -1.295, -5.524)  -1.09
N (-1.304, -0.521, -4.298)  0.81
C (-0.358, -0.410, -3.367)  -0.66
N (-0.893, 0.040, -2.242)  0.35
C (-2.195, 0.230, -2.568)  -0.61
N (-2.479, -0.103, -3.799)  -0.97
C (-1.721, -2.697, -5.187)  0.60
C (-2.910, -3.220, -5.673)  -0.73
C (-3.355, -4.465, -5.244)  -0.92
C (-2.636, -5.184, -4.308)  -0.90
C (-1.438, -4.662, -3.821)  -0.05
C (-0.977, -3.435, -4.278)  0.21
C (-0.672, -5.387, -2.815)  0.91
N (-0.959, -6.480, -2.195)  -0.78
N (0.105, -6.754, -1.364)  -0.30
C (0.958, -5.805, -1.540)  0.31
O (0.532, -4.881, -2.435)  -0.40
C (2.266, -5.627, -0.921)  -0.25
C (2.892, -6.708, -0.309)  -0.57
C (4.133, -6.526, 0.278)  -1.03
C (4.724, -5.270, 0.295)  -1.13
C (4.101, -4.189, -0.318)  0.47
C (4.771, -2.831, -0.281)  -1.26
N (3.855, -1.754, -0.589)  1.08
C (2.739, -1.404, 0.040)  -0.51
N (2.155, -0.404, -0.598)  -0.06
C (2.997, -0.156, -1.630)  -0.62
N (4.022, -0.970, -1.672)  -1.12
C (2.881, -4.381, -0.948)  0.06
H (-0.251, -1.270, -5.913)  0.28
H (-1.939, -0.817, -6.242)  0.43
H (0.663, -0.711, -3.512)  0.60
H (-2.935, 0.589, -1.876)  0.53
H (-3.501, -2.651, -6.375)  0.42
H (-4.280, -4.865, -5.631)  0.43
H (-2.985, -6.141, -3.953)  0.54
H (-0.043, -3.046, -3.897)  0.59
H (2.415, -7.676, -0.329)  1.47
H (4.649, -7.365, 0.720)  0.49
H (5.684, -5.135, 0.770)  0.54
H (5.578, -2.756, -1.016)  0.34
H (5.203, -2.662, 0.708)  0.47
H (2.373, -1.877, 0.936)  0.51
H (2.842, 0.620, -2.356)  0.54
H (2.387, -3.557, -1.443)  1.01
Cl (-2.458, -6.745, 6.781)  -0.17
C (-2.033, -6.629, 5.117)  0.34
C (-2.054, -5.395, 4.482)  -1.29
C (-1.687, -5.314, 3.152)  0.01
C (-1.299, -6.436, 2.420)  -1.03
C (-0.911, -6.329, 0.969)  -0.72
C (-1.898, -5.578, 0.078)  -1.05
N (-1.854, -4.153, 0.250)  0.74
C (-2.822, -3.356, 0.818)  -1.02
C (-2.391, -2.072, 0.671)  -1.24
N (-1.185, -2.074, 0.017)  1.09
C (-0.894, -3.330, -0.199)  -1.09
O (0.379, -5.740, 0.726)  1.71
C (1.155, -5.291, 1.805)  -1.42
C (1.504, -6.406, 2.742)  -0.03
C (1.497, -6.304, 4.142)  1.06
Cl (1.174, -4.913, 5.014)  -0.02
S (1.894, -7.784, 4.929)  -0.07
C (2.080, -8.540, 3.414)  -0.45
C (1.847, -7.691, 2.347)  -0.79
C (-1.311, -7.661, 3.083)  1.24
Cl (-0.914, -9.128, 2.253)  -0.11
C (-1.669, -7.768, 4.421)  -0.89
H (-2.362, -4.517, 5.024)  0.51
H (-1.702, -4.348, 2.670)  0.38
H (-0.866, -7.339, 0.544)  1.36
H (-2.916, -5.913, 0.293)  0.47
H (-1.682, -5.834, -0.963)  -0.08
H (-3.729, -3.764, 1.220)  0.64
H (-2.875, -1.154, 0.967)  0.61
H (-0.033, -3.697, -0.731)  0.26
H (0.680, -4.474, 2.358)  0.78
H (2.078, -4.908, 1.351)  -0.26
H (2.346, -9.579, 3.365)  0.48
H (1.894, -8.003, 1.318)  0.52
H (-1.681, -8.733, 4.902)  0.51
N (1.021, 2.000, 2.383)  -0.16
C (0.781, 0.756, 2.804)  0.61
O (0.488, -0.161, 2.035)  -0.31
C (0.834, 0.494, 4.288)  -1.25
I (2.638, 1.160, 5.211)  0.10
H (0.980, 2.189, 1.389)  0.19
H (1.352, 2.714, 3.011)  0.19
H (0.757, -0.579, 4.453)  0.34
H (0.016, 1.006, 4.790)  0.45
C (-1.940, 6.371, 1.332)  -1.44
C (-3.327, 5.773, 1.551)  0.79
C (-3.467, 5.170, 2.946)  -1.33
C (-3.696, 4.765, 0.463)  -1.09
N (-2.692, 3.729, 0.305)  0.69
C (-1.558, 3.723, -0.401)  -0.20
N (-0.919, 2.600, -0.158)  -0.30
N (-1.692, 1.932, 0.720)  0.61
N (-2.743, 2.594, 0.999)  -1.23
H (-1.773, 7.192, 2.025)  0.43
H (-1.819, 6.766, 0.323)  0.34
H (-1.155, 5.633, 1.511)  0.28
H (-4.063, 6.576, 1.441)  0.28
H (-2.861, 4.269, 3.046)  0.25
H (-4.501, 4.903, 3.160)  0.37
H (-3.141, 5.880, 3.702)  0.40
H (-3.816, 5.250, -0.508)  0.42
H (-4.625, 4.247, 0.710)  0.35
H (-1.245, 4.507, -1.066)  0.47

Properties
**Energy relative to the best compared isomer or geometry (same formula, charge and spin)**: 4.211 eV
**Max |F|**: 0.041 hartree/bohr
**LUMO (alpha / beta)**: -5.35 / -8.77 eV
**Gap between HOMO and LUMO (alpha / beta)**: 6.5 / 2.6 eV
**Expectation value of S²**: 2.015
**Net charge**: +2
**2S+1**: 3



M / g mol⁻¹: 1043.450; 1189.669